Version i
Here is the ion C4H11N2O with charge -1 from the Open Molecules 2025 dataset. Energies are from the ωB97M-V functional and the def2-TZVPD basis.

Total charge   -1
Gap between HOMO and LUMO   6.34 eV

Last column: natural (NBO) charge in e.
Element x y z (Å)
O -2.98 0.58 -0.57  -0.97
N 1.42 -1.27 1.57  -0.84
N -0.59 1.70 0.12  -0.88
C -1.90 -0.10 -1.00  -0.02
C 0.64 -0.32 -0.59  -0.41
C 1.73 -0.34 0.47  -0.21
C -0.66 0.25 -0.11  -0.09
H 2.21 -1.29 2.19  0.33
H 0.66 -0.87 2.12  0.35
H 2.68 -0.71 0.05  0.16
H 1.84 0.68 0.82  0.17
H 0.49 -1.29 -1.06  0.20
H -1.59 1.91 0.25  0.40
H -1.62 0.08 -2.08  0.06
H -0.35 2.12 -0.77  0.32
H -0.97 -0.23 0.84  0.16
H -2.07 -1.20 -0.85  0.08
H 1.05 0.31 -1.38  0.18

=====

Version ii
Here is the ion C4H11N2O with charge -1 from the Open Molecules 2025 dataset. Energies are from the ωB97M-V functional and the def2-TZVPD basis.

Total charge   -1
Gap between HOMO and LUMO   6.68 eV

Last column: natural (NBO) charge in e.
Element x y z (Å)
O 0.71 0.79 -2.27  -0.96
N -0.99 -0.55 1.54  -0.86
N 1.07 -2.28 0.48  -0.86
C -0.15 1.59 -1.64  0.01
C 1.00 -0.85 0.19  -0.24
C -0.36 1.24 -0.08  -0.46
C -0.42 -0.27 0.18  -0.07
H 0.20 2.65 -1.62  0.07
H 0.65 -2.85 -0.24  0.34
H -1.07 -0.77 -0.54  0.18
H -1.27 1.75 0.27  0.16
H 0.58 -2.50 1.34  0.35
H 1.58 -0.32 0.94  0.16
H -1.20 1.52 -2.04  0.06
H 1.45 -0.65 -0.78  0.27
H -1.89 -0.11 1.63  0.34
H -0.41 -0.09 2.22  0.33
H 0.52 1.69 0.40  0.17

=====

It is version i that is the most stable of them.

=====

Version i
Here is a cluster of 7 separate species, H14O7 in total from the Open Molecules 2025 dataset. Energies are from the ωB97M-V functional and the def2-TZVPD basis.

Gap between HOMO and LUMO   9.98 eV

Last column: natural (NBO) charge in e.
Element x y z (Å)
O 0.82 0.20 0.42  -0.96
O 1.03 -0.84 3.02  -0.98
O -0.69 1.63 2.65  -0.94
O -0.44 -2.53 -0.84  -0.91
O -0.40 1.89 -1.93  -0.94
O 2.50 -0.79 -2.12  -0.91
O -1.97 0.31 0.20  -0.94
H 1.53 -0.69 -2.21  0.45
H -1.05 -2.01 -0.37  0.46
H 0.11 1.82 2.15  0.49
H -0.09 0.38 0.36  0.49
H -1.50 1.82 2.16  0.45
H -0.77 2.31 -2.71  0.48
H 1.01 -0.38 2.16  0.50
H -0.27 0.94 -2.10  0.46
H -0.85 -2.68 -1.71  0.46
H -2.37 0.54 1.05  0.48
H -2.40 -0.49 -0.07  0.47
H 2.68 -0.93 -3.05  0.46
H 1.19 0.57 -0.36  0.48
H 1.92 -1.09 3.29  0.47

=====

Version ii
Here is a cluster of 7 separate species, H14O7 in total from the Open Molecules 2025 dataset. Energies are from the ωB97M-V functional and the def2-TZVPD basis.

Gap between HOMO and LUMO   11.34 eV

Last column: natural (NBO) charge in e.
Element x y z (Å)
O 4.76 -0.18 1.07  -0.93
O -3.85 0.72 0.79  -0.94
O -0.71 2.61 -0.73  -0.95
O -1.12 -0.73 -0.05  -0.94
O 1.48 4.41 -0.63  -0.96
O 3.15 -3.65 -0.93  -0.93
O -3.03 -2.85 -0.22  -0.95
H 0.90 3.66 -0.78  0.48
H -1.35 -1.43 0.56  0.48
H -3.92 -2.87 0.14  0.47
H -0.21 -0.50 0.19  0.46
H -2.93 0.82 1.04  0.48
H 5.24 -0.20 1.90  0.47
H 2.45 -3.61 -0.27  0.46
H 3.92 0.23 1.30  0.46
H -0.98 2.11 -1.50  0.49
H -3.09 -3.41 -1.01  0.47
H 1.65 4.39 0.32  0.46
H -0.90 3.53 -0.97  0.48
H -4.23 0.21 1.51  0.46
H 2.76 -3.26 -1.72  0.47

=====

Version iii
Here is a cluster of 7 separate species, H14O7 in total from the Open Molecules 2025 dataset. Energies are from the ωB97M-V functional and the def2-TZVPD basis.

Gap between HOMO and LUMO   10.58 eV

Last column: natural (NBO) charge in e.
Element x y z (Å)
O 0.00 -1.99 -1.24  -0.96
O 2.06 -3.39 -2.24  -0.98
O -1.36 3.42 0.95  -0.92
O -0.41 0.42 -2.97  -0.94
O 1.16 0.86 2.69  -0.97
O -1.50 0.59 2.03  -0.94
O 0.80 0.45 -0.20  -0.99
H -0.37 -2.03 -2.12  0.50
H -2.15 0.23 2.66  0.48
H 0.87 0.54 0.76  0.50
H 0.22 0.86 2.69  0.49
H 2.32 -3.02 -3.08  0.47
H -0.45 3.09 0.99  0.47
H 0.67 -0.48 -0.40  0.48
H 1.35 -2.95 -1.79  0.49
H -0.73 -1.95 -0.57  0.49
H 1.39 1.36 3.46  0.47
H 0.20 0.53 -2.23  0.49
H -1.12 -0.13 -2.60  0.45
H -1.51 -0.08 1.33  0.48
H -1.43 3.67 1.87  0.45

=====

Version iv
Here is a cluster of 7 separate species, H14O7 in total from the Open Molecules 2025 dataset. Energies are from the ωB97M-V functional and the def2-TZVPD basis.

Gap between HOMO and LUMO   10.41 eV

Last column: natural (NBO) charge in e.
Element x y z (Å)
O -4.05 -0.39 0.96  -0.93
O -0.49 -0.37 -1.36  -0.92
O 3.85 -2.66 0.26  -0.93
O 2.85 -0.32 0.02  -0.95
O 2.69 2.77 -1.67  -0.94
O -0.26 2.28 1.99  -0.92
O -4.52 -0.43 -1.43  -0.95
H 2.06 -0.96 -0.10  0.48
H -5.17 -0.83 -2.07  0.45
H 0.36 1.49 2.27  0.46
H 3.54 -3.59 0.12  0.47
H -0.55 0.30 -1.95  0.47
H 0.28 -0.14 -0.78  0.45
H 0.45 2.89 1.77  0.46
H -4.86 -0.45 1.52  0.47
H 3.47 -2.44 1.11  0.45
H 2.72 1.87 -1.38  0.48
H 2.65 3.27 -0.75  0.46
H -4.76 -0.76 -0.56  0.48
H -3.51 -1.15 1.16  0.48
H 3.25 -0.40 0.88  0.47

=====

It is version iii that is the most stable of them.

=====

Version i
Here is a cluster of 7 separate species, H14O7 in total from the Open Molecules 2025 dataset. Energies are from the ωB97M-V functional and the def2-TZVPD basis.

Gap between HOMO and LUMO   10.60 eV

Last column: natural (NBO) charge in e.
Element x y z (Å)
O -2.41 -2.73 -0.41  -0.94
O 2.93 -2.56 -0.36  -0.91
O -2.55 2.41 -0.36  -0.93
O -3.23 0.18 0.46  -0.94
O 1.97 -1.01 0.35  -0.90
O -0.29 0.93 -0.34  -0.94
O 3.02 3.25 0.04  -0.94
H 1.56 -1.83 0.66  0.47
H -2.49 -2.83 0.55  0.47
H -1.51 -2.39 -0.53  0.47
H -1.81 1.95 -0.78  0.47
H 2.46 3.86 -0.46  0.47
H 3.02 -3.12 0.42  0.46
H -2.63 0.21 -0.30  0.46
H 1.46 -0.32 0.80  0.41
H -2.27 2.50 0.56  0.46
H 0.47 0.82 0.25  0.47
H -1.04 0.65 0.20  0.47
H -3.80 -0.57 0.27  0.48
H 3.75 -2.06 -0.39  0.48
H 3.40 2.68 -0.64  0.47

=====

Version ii
Here is a cluster of 7 separate species, H14O7 in total from the Open Molecules 2025 dataset. Energies are from the ωB97M-V functional and the def2-TZVPD basis.

Gap between HOMO and LUMO   11.63 eV

Last column: natural (NBO) charge in e.
Element x y z (Å)
O 0.52 0.91 -0.49  -1.00
O -1.97 -1.08 -1.11  -0.96
O 4.05 -1.16 -0.17  -0.97
O -4.50 -0.34 -0.07  -0.95
O 1.42 -1.40 0.84  -1.03
O -2.49 0.90 0.83  -1.01
O 3.38 1.43 -0.44  -0.98
H -5.03 0.17 -0.66  0.48
H 2.41 1.43 -0.22  0.51
H 0.75 -2.07 0.72  0.49
H -0.09 1.37 0.04  0.47
H -2.48 1.75 1.22  0.47
H 3.75 2.05 0.29  0.48
H 0.76 0.06 -0.01  0.51
H 2.40 -1.60 0.46  0.53
H -3.38 0.75 0.47  0.49
H 4.70 -0.73 0.56  0.48
H 3.67 -0.32 -0.50  0.50
H -1.79 -0.14 -1.11  0.49
H -2.13 -1.14 0.00  0.48
H -3.92 -0.85 -0.64  0.50

=====

It is version ii that is the most stable of them.

=====

Version i
Here is a cluster of 7 separate species, H14O7 in total from the Open Molecules 2025 dataset. Energies are from the ωB97M-V functional and the def2-TZVPD basis.

Gap between HOMO and LUMO   9.67 eV

Last column: natural (NBO) charge in e.
Element x y z (Å)
O 4.30 0.57 -1.22  -0.95
O -2.19 -1.10 2.00  -0.90
O 3.51 -2.36 0.66  -0.93
O -4.59 2.39 -0.91  -0.92
O -0.55 -0.58 0.89  -0.93
O -2.12 -3.64 -1.75  -0.95
O 1.39 4.85 0.11  -0.91
H 2.80 -2.20 1.29  0.46
H 0.11 -0.95 0.24  0.46
H 1.02 4.27 0.71  0.45
H 5.07 1.22 -1.02  0.47
H 1.40 4.17 -0.62  0.46
H -4.45 2.65 0.03  0.46
H 3.07 -3.22 0.32  0.47
H -0.37 0.35 0.98  0.46
H -2.73 -0.25 1.78  0.45
H -2.01 -2.78 -2.17  0.47
H -1.24 -3.96 -1.44  0.47
H 4.04 0.18 -0.38  0.48
H -2.74 -1.69 1.55  0.46
H -3.72 2.07 -1.08  0.46

=====

Version ii
Here is a cluster of 7 separate species, H14O7 in total from the Open Molecules 2025 dataset. Energies are from the ωB97M-V functional and the def2-TZVPD basis.

Gap between HOMO and LUMO   11.65 eV

Last column: natural (NBO) charge in e.
Element x y z (Å)
O 0.11 -1.07 1.94  -0.99
O -2.09 -0.09 0.38  -1.02
O 1.82 1.58 -0.57  -0.99
O -0.62 1.19 -1.46  -0.98
O -1.45 -1.99 -1.73  -0.95
O 1.14 1.46 1.96  -1.00
O 1.06 -1.23 -0.53  -0.99
H -1.81 -1.45 -1.02  0.49
H 1.37 -0.27 -0.68  0.49
H -0.99 -2.69 -1.29  0.47
H -0.54 0.54 -2.15  0.48
H 1.77 1.72 0.39  0.52
H 0.72 -1.18 1.18  0.50
H 0.21 -1.26 -1.04  0.48
H 1.99 2.44 -0.95  0.50
H 0.64 0.60 1.86  0.51
H 1.70 1.45 2.68  0.48
H -1.66 0.47 -0.30  0.50
H -2.60 0.60 0.88  0.49
H 0.28 1.17 -1.02  0.49
H -0.74 -0.92 1.53  0.49

=====

It is version ii that is the most stable of them.